ORCA calculation (wB97M-V/def2-TZVPD) on 2 unconnected molecules or ions with the total composition C3H9NO3.

Last columns: bonded neighbours and bond lengths (Å).
Element x y z (Å)
1 C -0.752 0.937 1.517  C2 1.497, H7 1.089, H8 1.089, H9 1.078
2 C -0.208 1.810 0.430  C1 1.497, O3 1.213, N4 1.384
3 O -0.474 2.987 0.307  C2 1.213
4 N 0.700 1.246 -0.449  C2 1.384, C5 1.423, H10 1.004
5 C 1.003 -0.143 -0.517  N4 1.423, O6 1.443, H11 1.084, H12 1.089
6 O 0.202 -0.843 -1.491  C5 1.443, H13 0.965
7 H 0.041 0.598 2.181  C1 1.089
8 H -1.321 0.093 1.131  C1 1.089
9 H -1.400 1.537 2.135  C1 1.078
10 H 1.098 1.877 -1.121  N4 1.004
11 H 0.697 -0.619 0.406  C5 1.084
12 H 2.042 -0.360 -0.762  C5 1.089
13 H 0.212 -0.410 -2.353  O6 0.965
14 O -0.742 -3.070 -0.150  H15 0.962, H16 0.963
15 H 0.175 -2.987 -0.426  O14 0.962
16 H -1.272 -2.652 -0.839  O14 0.963

## Properties
SMILES string: CC(=O)NCO.O
Spin multiplicity: 1
HOMO-LUMO gap in eV: 10.57
E_tot in eV: -10889.722